No. 1
Density functional theory data (ωB97M-V/def2-TZVPD) for a 2-piece molecular cluster, C4H9N overall.

Output
**SMILES**: C=NC.C=C
**E_HOMO**: -9.4512 eV
**Kohn-Sham gap**: 10.64 eV
**Calculated total energy**: -212.483525 Ha

The geometry in ORCA input format:
```
! wB97M-V def2-TZVPD RIJCOSX def2/J DEFGRID3
* xyz 0 1
C 1.23 1.28 1.24
N 1.21 0.19 0.63
C 1.69 0.11 -0.73
H 0.87 1.31 2.27
H 1.60 2.25 0.89
H 1.09 0.72 -1.40
H 1.66 -0.92 -1.09
H 2.71 0.47 -0.81
C -2.03 -1.28 -0.68
C -1.93 -0.46 0.34
H -2.68 -1.12 -1.53
H -1.52 -2.23 -0.78
H -2.58 0.40 0.46
H -1.33 -0.71 1.20
*
```



No. 2
Density functional theory data (ωB97M-V/def2-TZVPD) for one molecule with the formula C4H9N in a non-equilibrium geometry.

Output
**SMILES**: CC1(N)CC1
**E_HOMO**: -9.3602 eV
**Kohn-Sham gap**: 10.44 eV
**Calculated total energy**: -212.484259 Ha

The geometry in ORCA input format:
```
! wB97M-V def2-TZVPD RIJCOSX def2/J DEFGRID3
* xyz 0 1
C 1.52 0.39 -0.11
C 0.09 0.04 0.16
N -0.23 0.11 1.60
C -0.68 -0.91 -0.69
C -1.02 0.63 -0.56
H 1.73 1.48 0.15
H 2.34 -0.26 0.35
H 1.55 0.17 -1.19
H 0.31 -0.64 2.07
H -1.24 -0.29 1.38
H -0.17 -1.22 -1.65
H -1.30 -1.53 -0.08
H -1.90 0.71 0.03
H -0.99 1.31 -1.46
*
```



No. 3
Density functional theory data (ωB97M-V/def2-TZVPD) for a 2-piece molecular cluster, C4H9N overall.

Output
**E_HOMO**: -7.4057 eV
**Kohn-Sham gap**: 8.49 eV
**Calculated total energy**: -212.391500 Ha

The geometry in ORCA input format:
```
! wB97M-V def2-TZVPD RIJCOSX def2/J DEFGRID3
* xyz 0 1
C 0.96 0.97 -1.17
C 0.91 0.56 0.28
C -0.31 0.77 1.10
N -0.04 -0.47 0.69
C -0.22 -1.75 0.60
H 1.36 1.99 -1.25
H 1.61 0.31 -1.76
H -0.05 0.96 -1.59
H 1.89 0.41 0.75
H -2.38 0.16 -0.28
H -0.49 1.08 2.12
H -1.00 -2.21 1.19
H -2.63 -0.47 -0.60
H 0.39 -2.31 -0.08
*
```



No. 4
Density functional theory data (ωB97M-V/def2-TZVPD) for C4H9N as an isolated structure in a non-equilibrium geometry.

Output
**E_HOMO**: -7.9173 eV
**Kohn-Sham gap**: 7.85 eV
**Calculated total energy**: -212.363942 Ha

The geometry in ORCA input format:
```
! wB97M-V def2-TZVPD RIJCOSX def2/J DEFGRID3
* xyz 0 1
C 0.49 -0.04 0.99
C 0.33 -1.56 1.01
C -0.08 0.54 -0.44
N -0.97 1.15 0.27
C 0.41 0.34 -1.67
H -1.67 2.29 -0.62
H -2.17 1.96 -1.12
H 1.53 0.29 0.98
H 0.07 0.39 1.90
H -0.17 0.62 -2.54
H 1.35 -0.17 -1.81
H -0.72 -1.83 0.94
H 0.86 -2.02 0.18
H 0.73 -1.96 1.94
*
```



No. 5
Density functional theory data (ωB97M-V/def2-TZVPD) for a 2-piece molecular cluster, C4H9N overall in a non-equilibrium geometry.

Output
**SMILES**: C=C1CN1.C
**E_HOMO**: -8.6967 eV
**Kohn-Sham gap**: 9.68 eV
**Calculated total energy**: -212.425899 Ha

The geometry in ORCA input format:
```
! wB97M-V def2-TZVPD RIJCOSX def2/J DEFGRID3
* xyz 0 1
C 0.15 0.37 1.38
C 0.82 0.03 0.29
C 1.16 0.52 -1.00
N 1.48 -1.01 -0.22
H -0.25 1.36 1.48
H 0.20 -0.41 2.13
H 2.06 1.07 -1.25
H 0.57 0.22 -1.86
H 2.45 -1.03 -0.51
C -2.83 0.06 -0.27
H -3.60 -0.44 -0.84
H -2.76 -0.53 0.64
H -1.83 0.20 -0.66
H -3.13 1.10 -0.18
*
```



No. 6
Density functional theory data (ωB97M-V/def2-TZVPD) for one molecule with the formula C4H9N in a non-equilibrium geometry.

Output
**SMILES**: C=CCCN
**E_HOMO**: -9.0139 eV
**Kohn-Sham gap**: 10.22 eV
**Calculated total energy**: -212.476011 Ha

The geometry in ORCA input format:
```
! wB97M-V def2-TZVPD RIJCOSX def2/J DEFGRID3
* xyz 0 1
C -2.17 -0.14 -0.43
C -1.09 -0.48 0.38
C -0.05 0.69 0.62
C 1.11 0.56 -0.39
N 1.76 -0.72 -0.15
H -2.35 0.97 -0.97
H -3.00 -0.93 -0.52
H -0.71 -1.46 0.92
H -0.61 1.64 0.50
H 0.41 0.61 1.65
H 1.84 1.52 -0.29
H 0.88 0.57 -1.45
H 2.45 -0.88 -0.79
H 2.01 -0.80 0.85
*
```